One molecule with the formula C5H8O, computed with ωB97M-V/def2-TZVPD.

Its SMILES is O=CC1CCC1. As for the energy above the lowest of the compared OMol25 structures with the same formula, charge and spin: 29.41 kcal/mol. As for the calculated total energy: -270.5110 Ha. As for the HOMO energy: -9.7 eV. The value obtained for the frontier orbital gap is 10.6703 eV.

The geometry in XYZ format:
```
14
Properties=species:S:1:pos:R:3:nbo_charge:R:1
O 2.762 -0.416 -0.365 -0.52
C 1.974 0.342 0.148 0.45
C 0.532 0.039 0.384 -0.33
C -0.218 -1.086 -0.351 -0.39
C -1.514 -0.254 -0.194 -0.39
C -0.636 1.002 0.029 -0.39
H 2.302 1.295 0.624 0.10
H 0.601 -0.155 1.469 0.23
H 0.082 -1.167 -1.401 0.21
H -0.178 -2.077 0.105 0.21
H -2.215 -0.238 -1.035 0.21
H -2.066 -0.524 0.712 0.20
H -0.469 1.523 -0.922 0.21
H -0.953 1.735 0.776 0.21
```